# C19H30BCl4NO6

An isolated molecule of C19H30BCl4NO6 (the ωB97M-V functional and the def2-TZVPD basis, the OMol25 dataset).

## Properties
E ... -3113.6550 a.u.
E_LUMO ... 0.23 eV
HOMO energy ... -9.10 eV
SMILES ... CB(O)[C@]1(/C(Cl)=C(/C)Cl)[C@](CCO)(CCOC(C)=O)C(=O)N[C@]1(CCO)[C@H](Cl)[C@H](C)Cl

Structure (XYZ):
```
61
Properties=species:S:1:pos:R:3:lowdin_charge:R:1
C -2.264 0.512 -2.228 -0.030
B -0.698 0.994 -2.134 -0.422
O -0.349 1.753 -3.334 0.042
C 0.328 0.797 -0.891 -0.128
C 1.620 1.587 -1.475 -0.502
Cl 2.169 3.256 -0.971 0.675
C 2.491 1.054 -2.460 -0.625
C 3.798 1.838 -2.980 -0.146
Cl 2.209 -0.528 -3.263 0.698
C 0.600 -0.672 -0.244 -0.200
C 2.169 -0.929 0.123 -0.095
C 2.429 -1.826 1.406 -0.212
O 3.752 -2.445 1.194 -0.113
C 0.267 -2.039 -0.982 -0.106
C -1.236 -2.397 -1.352 -0.148
O -1.383 -3.858 -1.412 -0.047
C -1.715 -4.387 -0.152 -0.435
C -1.065 -5.821 0.189 0.002
O -2.479 -3.887 0.682 0.068
C -0.340 -0.832 1.036 -0.338
O -0.595 -1.715 1.857 0.099
N -1.140 0.375 1.063 0.088
C -0.298 1.479 0.469 -0.339
C 0.725 1.972 1.582 -0.127
C 0.557 1.560 3.082 -0.220
O 1.730 0.836 3.594 -0.106
C -1.436 2.594 0.337 -0.581
Cl -0.982 4.142 -0.509 0.609
C -2.043 3.059 1.789 -0.640
C -3.636 3.351 1.612 -0.139
Cl -1.357 4.681 2.363 0.535
H -2.678 0.092 -1.262 0.049
H -2.423 -0.148 -3.140 0.082
H -2.856 1.480 -2.431 0.094
H -0.587 1.180 -4.093 0.106
H 3.499 2.628 -3.743 0.089
H 4.475 1.103 -3.547 0.072
H 4.425 2.241 -2.124 0.065
H 2.763 0.016 0.297 0.118
H 2.682 -1.473 -0.749 0.107
H 1.711 -2.690 1.560 0.114
H 2.509 -1.263 2.387 0.111
H 3.770 -3.179 1.847 0.089
H 0.537 -2.863 -0.216 0.132
H 0.898 -2.318 -1.879 0.090
H -2.053 -1.896 -0.758 0.117
H -1.394 -2.066 -2.442 0.129
H -0.488 -6.171 -0.743 0.084
H -0.301 -5.757 1.021 0.088
H -1.875 -6.603 0.353 0.090
H -2.126 0.355 0.797 0.135
H 1.777 1.651 1.243 0.106
H 0.767 3.119 1.517 0.080
H -0.352 0.965 3.392 0.119
H 0.529 2.522 3.714 0.123
H 1.414 -0.072 3.782 0.074
H -2.398 2.234 -0.181 0.090
H -1.990 2.247 2.572 0.097
H -4.197 2.420 1.990 0.087
H -3.940 4.208 2.307 0.068
H -3.929 3.535 0.533 0.077
```